# C6H11NO2S

The molecule C6H11NO2S (ωB97M-V with the def2-TZVPD basis set, the Open Molecules 2025 dataset).

Positions of all 21 atoms, in Å:
C (1.46, 1.09, 0.56)
C (-1.47, 1.80, -0.70)
C (-1.22, -0.09, 1.15)
C (0.41, 0.26, -0.33)
C (0.83, -0.17, -1.81)
C (0.48, -1.80, 0.91)
N (-0.35, -0.78, 0.27)
O (2.25, 1.78, -0.03)
O (1.38, 0.75, 1.73)
S (-2.49, 0.75, 0.20)
H (-1.20, 2.78, -0.25)
H (-1.50, 1.88, -1.72)
H (-1.73, -0.70, 1.88)
H (-0.66, 0.66, 1.75)
H (1.63, 0.51, -1.99)
H (-0.02, -0.11, -2.54)
H (1.21, -1.25, -1.72)
H (0.92, -1.40, 1.77)
H (-0.17, -2.60, 1.18)
H (1.26, -2.07, 0.05)
H (-1.01, -1.29, -0.36)

relative energy (zero: lowest compared OMol25 entry of this formula, charge and spin) = 136.2 kJ/mol
expectation value of S² = 2.01
E = -22814.553 eV
HOMO-LUMO gap (alpha / beta) = 7.421 / 6.955 eV
2S+1 = 3
LUMO (alpha / beta) = 0.0869 / -1.9866 eV

These are the natural (NBO) partial charges, in e, on atoms 1 to 6: 0.713, -0.487, -0.403, 0.197, -0.712, -0.405



# C13H41BN10O18PS

A cluster of 9 separate species, C13H41BN10O18PS in total (ωB97M-V with the def2-TZVPD basis set, the Open Molecules 2025 dataset).

Positions of all 85 atoms, in Å:
C (2.71, 2.41, -0.74)
S (2.96, 1.85, -2.44)
O (2.34, 2.91, -3.26)
O (4.41, 1.69, -2.58)
B (2.06, 0.16, -2.66)
C (0.72, 0.32, -3.54)
C (-0.34, 1.36, -3.10)
C (-1.69, 0.80, -2.64)
C (-1.80, 0.45, -1.14)
N (-1.19, 1.49, -0.31)
P (1.84, -0.78, -0.97)
N (1.36, -2.30, -1.07)
H (1.73, 2.11, -0.35)
H (3.54, 2.04, -0.13)
H (2.75, 3.51, -0.80)
H (2.90, -0.52, -3.21)
H (0.25, -0.67, -3.67)
H (1.08, 0.60, -4.55)
H (0.07, 2.02, -2.33)
H (-0.53, 2.00, -3.96)
H (-1.94, -0.09, -3.23)
H (-2.47, 1.54, -2.87)
H (-1.32, -0.51, -0.93)
H (-2.87, 0.32, -0.91)
H (-1.40, 2.41, -0.68)
H (-1.53, 1.46, 0.65)
H (1.07, -0.03, -0.05)
H (3.11, -0.71, -0.34)
H (1.20, -2.53, -2.05)
C (-4.74, -0.96, 2.17)
N (-3.96, 0.13, 2.81)
O (-4.25, 0.46, 3.95)
O (-3.06, 0.63, 2.15)
H (-5.49, -1.29, 2.87)
H (-5.17, -0.55, 1.26)
H (-4.03, -1.75, 1.91)
C (1.26, 3.28, -6.15)
N (-0.13, 3.67, -6.54)
O (-0.27, 4.53, -7.39)
O (-1.03, 3.10, -5.96)
H (1.96, 3.87, -6.73)
H (1.37, 3.44, -5.08)
H (1.35, 2.22, -6.36)
C (3.35, 5.38, 1.82)
N (3.44, 3.93, 2.18)
O (4.53, 3.41, 2.16)
O (2.39, 3.38, 2.45)
H (4.35, 5.73, 1.60)
H (2.70, 5.45, 0.96)
H (2.92, 5.89, 2.67)
C (-0.79, -4.33, -0.02)
N (-2.27, -4.26, 0.06)
O (-2.88, -3.73, -0.85)
O (-2.81, -4.75, 1.04)
H (-0.46, -3.83, -0.92)
H (-0.39, -3.83, 0.86)
H (-0.53, -5.39, -0.01)
C (-0.75, -7.43, -3.46)
N (-0.08, -6.46, -2.56)
O (0.37, -6.88, -1.51)
O (-0.02, -5.31, -2.94)
H (-0.73, -8.41, -2.98)
H (-1.77, -7.08, -3.60)
H (-0.22, -7.43, -4.40)
C (-5.56, 3.33, 4.94)
N (-5.76, 4.65, 4.28)
O (-5.03, 5.56, 4.60)
O (-6.67, 4.73, 3.47)
H (-4.73, 3.41, 5.63)
H (-6.49, 3.08, 5.44)
H (-5.35, 2.60, 4.16)
C (4.90, -2.29, 1.49)
N (3.96, -2.93, 2.45)
O (3.55, -4.04, 2.19)
O (3.69, -2.29, 3.45)
H (5.06, -2.96, 0.65)
H (4.46, -1.35, 1.17)
H (5.82, -2.10, 2.05)
C (1.07, -0.82, 5.58)
N (0.24, -1.44, 6.65)
O (-0.17, -2.56, 6.47)
O (0.03, -0.76, 7.64)
H (1.19, -1.52, 4.77)
H (0.57, 0.09, 5.27)
H (2.03, -0.57, 6.03)

E = -86681.648 eV
HOMO-LUMO gap = 6.909 eV
net charge = -1
LUMO = 1.5837 eV

These are the Mulliken partial charges, in e, on atoms 1 to 6: -1.185, 1.196, -0.842, -0.751, -0.134, -0.645



# C19H28N2O3S

The molecule C19H28N2O3S (ωB97M-V with the def2-TZVPD basis set, the Open Molecules 2025 dataset).

Positions of all 53 atoms, in Å:
O (-1.57, -2.33, 0.21)
C (-1.56, -1.29, -0.44)
C (-2.60, -1.01, -1.50)
C (-3.56, 0.14, -1.13)
C (-4.80, -0.32, -0.37)
C (-5.68, 0.88, -0.01)
C (-5.07, 1.45, 1.28)
C (-4.23, 0.31, 1.89)
C (-4.49, -0.91, 1.01)
N (-0.64, -0.33, -0.20)
C (-0.34, 0.82, -1.02)
C (1.04, 0.64, -1.66)
N (2.06, 0.40, -0.67)
S (2.65, 1.77, 0.11)
O (2.03, 2.94, -0.46)
O (2.60, 1.61, 1.53)
C (4.40, 1.74, -0.43)
C (4.93, 0.40, -0.08)
C (5.34, 0.13, 1.22)
C (5.76, -1.14, 1.57)
C (5.79, -2.15, 0.62)
C (5.39, -1.88, -0.68)
C (4.96, -0.61, -1.03)
C (1.74, -0.72, 0.20)
C (0.36, -0.55, 0.83)
H (-2.10, -0.80, -2.45)
H (-3.18, -1.93, -1.64)
H (-3.89, 0.62, -2.06)
H (-3.03, 0.88, -0.54)
H (-5.35, -1.04, -0.99)
H (-6.70, 0.54, 0.19)
H (-5.73, 1.62, -0.80)
H (-4.44, 2.31, 1.06)
H (-5.85, 1.78, 1.97)
H (-4.50, 0.12, 2.93)
H (-3.17, 0.56, 1.88)
H (-5.38, -1.44, 1.37)
H (-3.66, -1.60, 1.00)
H (-1.09, 0.97, -1.79)
H (-0.30, 1.71, -0.38)
H (1.31, 1.55, -2.20)
H (1.03, -0.21, -2.35)
H (4.88, 2.56, 0.10)
H (4.38, 1.94, -1.50)
H (5.30, 0.91, 1.96)
H (6.07, -1.34, 2.58)
H (6.12, -3.14, 0.89)
H (5.41, -2.67, -1.43)
H (4.65, -0.41, -2.04)
H (2.50, -0.76, 0.98)
H (1.78, -1.63, -0.40)
H (0.08, -1.44, 1.39)
H (0.38, 0.32, 1.50)

relative energy (zero: lowest compared OMol25 entry of this formula, charge and spin) = 60.6 kJ/mol
E = -40115.865 eV
HOMO-LUMO gap = 9.507 eV
LUMO = 0.6112 eV

These are the natural (NBO) partial charges, in e, on atoms 1 to 6: -0.641, 0.697, -0.508, -0.388, -0.213, -0.401